The following is a quantum chemistry calculation of a cluster of 13 separate species, C21H57N3O24 in total at a distorted geometry, from the OMol25 dataset.

Structure (XYZ):
```
105
Properties=species:S:1:pos:R:3:forces:R:3:mulliken_charge:R:1
C 3.1465 -2.3130 1.9315 1.161 -0.428 -0.497 -0.455
O 2.1364 -3.2301 1.6414 -2.211 -0.682 -0.012 -0.491
H 3.3170 -2.1641 2.9977 -0.192 0.230 0.072 0.274
H 4.0223 -2.8052 1.5088 0.706 0.804 0.086 0.387
H 2.9117 -1.3980 1.3878 0.170 -0.008 0.283 0.066
H 2.3668 -4.1118 1.9435 0.126 0.099 0.051 0.243
C -4.1324 -1.2458 -3.9146 -0.267 1.035 -0.650 -0.839
O -3.5085 -1.5792 -2.7141 -0.128 0.147 1.002 -0.411
H -4.3312 -2.1081 -4.5510 0.101 0.029 -0.081 0.275
H -5.0567 -0.6946 -3.7415 -0.284 -0.514 0.535 0.314
H -3.5630 -0.4665 -4.4212 0.467 -0.280 -0.585 0.330
H -2.6422 -1.9673 -2.8571 0.210 -0.506 -0.280 0.225
C -1.6178 -3.3697 1.0639 0.050 -0.275 -0.896 -0.669
O -0.5865 -2.8365 0.2381 0.072 0.284 -0.118 -0.144
H -1.2054 -4.2228 1.6027 -0.319 -0.036 0.300 0.367
H -2.0510 -2.6174 1.7231 -0.026 -0.089 0.050 0.112
H -2.3612 -3.7141 0.3451 -0.350 -0.054 0.454 0.263
H 0.2250 -2.9075 0.7462 0.675 0.116 -0.038 0.083
C -1.1389 -4.6308 -3.6156 -0.161 -0.570 0.386 -0.793
O -1.3065 -3.4728 -2.8455 -0.318 1.416 0.126 -0.350
H -2.1082 -4.8724 -4.0518 0.086 -0.045 -0.207 0.296
H -0.3915 -4.4854 -4.3956 0.041 -0.068 -0.019 0.245
H -0.8600 -5.4577 -2.9625 0.162 -0.183 -0.231 0.307
H -0.9071 -3.4995 -1.9729 0.276 -0.304 0.210 0.160
C 5.2834 -1.0448 -0.7609 -1.964 -0.726 0.485 -0.307
O 6.3761 -0.5234 -1.3457 3.084 1.075 -1.165 -0.618
H 4.9969 -2.0085 -1.1819 -0.118 -0.382 -0.105 0.172
H 5.5258 -1.2125 0.2885 -0.317 0.225 0.074 0.292
H 4.4356 -0.3783 -0.9193 -0.403 -0.051 0.603 0.130
H 6.2246 -0.1715 -2.2259 -0.320 -0.181 0.021 0.334
C -4.1469 -0.0850 0.3089 0.484 1.269 -0.394 0.147
O -4.3972 -1.3719 -0.1032 -0.815 -1.062 0.219 -0.503
H -3.0832 -0.0416 0.5428 0.213 0.624 0.745 -0.051
H -4.3111 0.6196 -0.5064 -0.032 0.185 -0.256 -0.206
H -4.8062 0.2926 1.0904 0.188 -0.548 0.408 0.384
H -4.0554 -1.3966 -1.0000 -0.095 -0.566 -0.598 0.432
C 0.7558 4.7870 -0.6442 -0.698 0.641 -0.160 -0.637
N -0.2040 4.2254 -1.6721 -0.428 0.829 -1.187 0.731
O -0.3585 3.0188 -1.6734 -0.058 0.418 -0.140 -0.350
O -0.8200 5.0246 -2.4127 1.511 -1.633 1.722 -0.506
H 1.2413 4.0307 -0.0275 -0.470 -0.212 -0.358 0.126
H 0.0490 5.4008 -0.0858 0.488 0.158 0.392 0.318
H 1.5088 5.4227 -1.1099 -0.328 -0.075 -0.251 0.310
C -0.2943 -1.2759 3.6601 -0.196 -0.334 -0.726 -0.448
N -0.3673 -0.8432 5.0579 1.120 1.163 0.132 0.916
O 0.6939 -0.7026 5.6769 -1.641 -0.401 -0.286 -0.506
O -1.4894 -0.5561 5.4308 0.596 -0.138 0.827 -0.566
H -0.3082 -2.3657 3.6695 -0.044 0.050 -0.109 0.517
H 0.6024 -0.9244 3.1497 -0.029 0.051 0.362 -0.167
H -1.2017 -0.8627 3.2197 0.244 -0.292 -0.239 0.174
C -0.4723 0.1449 -1.2147 0.664 -0.342 0.152 0.459
N 0.8123 -0.2700 -0.5162 -0.133 0.040 0.019 0.990
O 1.6610 -0.8766 -1.1539 -0.789 0.505 0.526 -0.595
O 0.9072 0.0411 0.6667 0.095 -0.266 -0.702 -0.300
H -0.9336 0.9078 -0.5876 0.092 -0.241 -0.288 -0.881
H -1.0858 -0.7530 -1.2883 0.089 0.042 0.108 0.059
H -0.1808 0.4979 -2.2039 -0.146 0.031 0.190 0.300
C 1.6290 -2.2152 -4.4318 -0.284 0.667 0.213 -0.361
O 2.7310 -3.0977 -4.2043 -0.246 -0.208 -0.178 -0.297
C 3.9957 -2.6988 -4.3047 0.386 1.229 0.313 0.862
O 4.4015 -1.5880 -4.5924 -0.469 -1.010 0.047 -0.605
O 4.7581 -3.7323 -3.9356 -0.106 -0.580 -0.770 -0.338
C 6.1677 -3.5715 -4.0445 0.910 0.335 1.025 -0.564
H 0.9084 -2.3800 -3.6308 0.122 -0.201 -0.035 -0.067
H 1.1340 -2.4009 -5.3850 0.297 -0.355 -0.080 0.371
H 1.8766 -1.1539 -4.4105 0.537 -0.140 0.051 0.307
H 6.4651 -2.9023 -3.2372 0.212 0.444 -0.322 0.200
H 6.5683 -3.2537 -5.0071 -0.618 0.297 -0.051 0.287
H 6.6936 -4.4940 -3.7985 -0.722 -0.393 -0.092 0.261
C 3.2732 0.7261 6.5182 0.246 0.147 1.924 -0.849
O 3.0903 0.9948 5.1673 0.927 -1.082 -2.345 -0.110
C 3.9744 0.3982 4.2499 1.052 0.799 1.778 0.661
O 4.9340 -0.3223 4.5455 -3.015 1.671 -1.022 -0.588
O 3.7426 0.8979 3.0188 0.105 -0.290 0.096 -0.330
C 2.6751 1.8186 2.7146 -1.010 0.393 0.135 -0.195
H 2.8900 -0.2185 6.9042 0.116 -0.349 -0.701 0.296
H 2.6945 1.4608 7.0780 -0.009 0.223 -0.268 0.225
H 4.3072 0.8501 6.8402 0.124 -0.156 -0.258 0.407
H 2.6194 2.7328 3.3056 0.545 -0.333 0.632 0.380
H 1.6836 1.3693 2.7713 0.203 -0.355 0.263 -0.019
H 2.7382 2.2017 1.6961 0.779 -0.679 -0.183 0.168
C -6.5173 4.7630 -3.9139 0.953 0.897 0.562 -0.576
O -6.8435 3.4334 -3.6302 0.367 -2.088 0.344 -0.342
C -5.9349 2.5814 -3.0283 -2.482 -0.213 0.661 0.761
O -6.3028 1.4869 -2.6448 1.189 1.384 -0.900 -0.499
O -4.7691 3.1802 -2.8313 -1.098 0.763 -0.315 -0.364
C -3.6397 2.4679 -2.4937 2.680 -1.013 -0.727 -0.239
H -5.5046 4.8206 -4.3129 -0.153 0.236 -0.254 0.272
H -6.5306 5.3133 -2.9732 0.054 0.268 0.004 0.258
H -7.2473 5.2269 -4.5773 -0.005 -0.524 -0.077 0.239
H -3.2694 2.5405 -1.4711 -0.746 0.175 0.226 0.052
H -2.8444 2.8887 -3.1091 0.127 0.335 0.130 0.364
H -3.6093 1.4258 -2.8116 -0.797 -0.186 0.302 0.049
C -1.7615 2.8612 1.8449 0.155 1.003 -0.264 -0.184
O -0.9567 2.3212 2.9158 0.295 -1.039 -2.715 -0.031
C -1.1289 2.7389 4.1240 -2.324 2.285 2.473 0.505
O -2.0846 3.4411 4.4859 2.177 -1.378 -0.377 -0.643
O -0.1013 2.3092 4.8734 0.068 -0.210 -1.583 0.034
C -0.0253 2.6818 6.2150 -0.357 0.494 1.436 -0.862
H -2.8374 2.6886 1.8717 0.193 -0.462 0.557 0.330
H -1.3642 2.5442 0.8806 0.196 -0.735 0.395 -0.400
H -1.6328 3.9420 1.7859 -0.035 0.180 0.530 0.388
H -0.6024 1.9732 6.8091 -0.141 0.201 0.108 0.318
H -0.3588 3.7087 6.3640 -0.373 -0.116 -0.037 0.408
H 0.9997 2.6606 6.5852 0.091 -0.305 -0.611 0.115
```
Positions in Å, forces in eV/Å.

Properties
Charge: 0
Electronic energy: -2803.9432 Ha
HOMO-LUMO gap: 8.906 eV
HOMO level: -9.69 eV


The following is a quantum chemistry calculation of a cluster of 10 separate species, C56H56N8O22 in total at a distorted geometry, from the OMol25 dataset.

Structure (XYZ):
```
142
Properties=species:S:1:pos:R:3:forces:R:3:mulliken_charge:R:1
O 9.1721 19.8973 -10.9271 -0.233 -0.068 -0.110 -0.560
N 10.1305 20.5967 -10.6791 0.336 0.370 -0.428 1.214
O 10.0716 21.7576 -10.3247 -0.244 0.104 0.003 -0.611
C 11.4626 20.0159 -10.7983 0.555 0.029 0.808 -0.587
C 11.5936 18.6692 -11.0631 -0.498 -1.895 0.119 -0.387
C 12.7782 17.9828 -10.8736 1.678 1.510 0.194 0.482
C 13.8825 18.7287 -10.4260 -0.172 0.209 0.183 -0.886
C 13.7841 20.0928 -10.1555 -0.753 -1.293 -0.883 0.068
C 12.5554 20.7450 -10.3625 2.308 0.285 0.443 -0.769
H 10.7740 17.9997 -11.2960 -0.447 0.669 -0.201 0.452
H 12.9411 16.9300 -11.0418 -0.529 -0.027 -0.149 0.559
H 14.8611 18.3079 -10.2291 -0.180 -0.491 -0.124 0.189
H 14.7062 20.5482 -9.8222 -0.328 0.665 0.080 0.165
H 12.7074 21.7969 -10.1616 -1.350 0.208 -0.067 0.554
O 10.9605 16.3155 -13.0340 0.067 0.031 0.322 -0.500
N 11.4144 15.3547 -13.6233 -0.338 0.540 -0.945 1.116
O 11.6343 15.3447 -14.8241 0.018 -0.071 0.154 -0.622
C 11.6794 14.1526 -12.8871 0.425 -0.832 1.733 -0.147
C 11.8762 14.1974 -11.4964 -0.170 -0.550 0.520 0.439
C 12.1559 13.0036 -10.8466 0.484 -1.075 -0.773 -0.630
C 12.2127 11.7794 -11.5456 -0.444 0.638 1.155 -0.415
C 11.9838 11.7388 -12.8932 -0.108 0.406 -0.257 -0.711
C 11.7464 12.9445 -13.5428 -0.066 -0.287 -1.155 -0.361
H 11.7565 15.0475 -10.8394 0.083 0.435 -0.527 0.270
H 12.4132 12.8861 -9.8034 -0.359 0.814 0.200 0.408
H 12.3106 10.9068 -10.9126 0.294 -0.252 -0.379 0.377
H 11.9634 10.8196 -13.4607 0.053 -0.026 0.042 0.393
H 11.5830 12.9156 -14.6115 -0.003 0.192 -0.016 0.445
O 11.2972 21.0381 -6.9690 0.331 -0.157 0.096 -0.589
N 12.4019 21.5290 -6.8014 -0.397 0.254 -0.417 1.217
O 13.4404 21.0418 -7.1921 0.315 -0.221 0.085 -0.524
C 12.4567 22.8285 -6.1361 -0.269 0.666 -0.157 -0.306
C 11.3044 23.2767 -5.5326 -0.680 0.129 1.261 0.033
C 11.3298 24.4769 -4.8482 0.853 1.016 0.622 -0.657
C 12.4537 25.2955 -4.8711 1.426 -0.149 -1.229 -0.412
C 13.5939 24.8994 -5.6130 -1.032 -0.795 0.674 -0.724
C 13.5825 23.6414 -6.1983 0.345 -0.328 -0.528 -0.358
H 10.3942 22.7060 -5.4233 0.169 -0.388 -0.427 0.506
H 10.5379 24.8458 -4.2100 -0.453 -0.384 -0.347 0.388
H 12.4882 26.2787 -4.4231 -0.324 -0.101 0.289 0.390
H 14.5188 25.4524 -5.6812 -0.197 0.388 0.084 0.442
H 14.4427 23.3070 -6.7640 0.024 -0.157 0.097 0.602
O 10.1558 26.5095 -6.4715 -0.077 0.204 -0.477 -0.556
N 9.0738 26.0140 -6.2380 0.334 -0.446 0.728 1.017
O 8.5468 26.0678 -5.1333 -0.204 -0.033 -0.542 -0.622
C 8.4180 25.2404 -7.3033 -0.584 -0.217 -0.163 -0.015
C 7.1026 24.8451 -7.1103 0.224 0.542 0.167 -0.350
C 6.4036 24.2112 -8.1374 -0.244 0.212 1.764 -0.814
C 7.0320 23.9974 -9.3149 1.563 -0.570 -1.353 -0.049
C 8.3834 24.3653 -9.5128 -0.878 -0.608 0.565 -0.557
C 9.1043 24.9234 -8.4726 0.064 0.361 -0.412 -0.136
H 6.6552 25.0588 -6.1498 -0.125 -0.023 -0.062 0.463
H 5.4154 23.8453 -7.8928 -0.082 0.007 -0.360 0.403
H 6.6239 23.3631 -10.0889 -0.490 0.264 -0.069 0.346
H 8.8117 24.0452 -10.4504 0.419 0.206 0.114 0.382
H 10.1668 25.0995 -8.5627 -0.036 0.236 0.026 0.493
O 16.7277 21.7987 -8.9705 -0.625 0.524 -0.885 -0.525
N 17.6771 22.3548 -9.5102 0.698 -0.664 1.853 1.018
O 18.8029 22.1724 -9.0890 0.540 0.238 -0.524 -0.654
C 17.5077 23.2670 -10.6176 -0.448 0.243 -0.384 0.103
C 16.2411 23.7507 -10.8772 -0.389 0.306 -0.528 -0.205
C 16.0220 24.5344 -12.0108 0.230 -0.048 1.095 -0.386
C 17.0565 24.7745 -12.8940 -0.142 0.273 0.885 -0.573
C 18.3610 24.3940 -12.5316 -1.224 0.748 -0.774 -0.576
C 18.5999 23.6642 -11.3811 0.372 -0.040 -0.759 -0.379
H 15.3890 23.5719 -10.2379 0.238 -0.302 0.256 0.427
H 15.0717 25.0498 -12.0373 -0.141 -0.250 -0.659 0.407
H 16.8131 25.3785 -13.7573 0.469 -0.052 -0.188 0.429
H 19.1081 24.8104 -13.1933 0.573 -0.540 0.275 0.402
H 19.6289 23.4042 -11.1849 -0.162 -0.300 0.449 0.446
O 1.1966 20.2390 -11.6807 0.554 0.202 -0.646 -0.588
N 2.1288 19.5354 -11.3283 -1.121 0.733 1.241 0.898
O 1.9736 18.5993 -10.5712 0.532 -0.628 -0.306 -0.532
C 3.4930 19.9337 -11.6479 1.187 -0.116 -0.062 0.379
C 4.4518 18.9551 -11.8591 -0.749 -0.641 0.285 -0.183
C 5.7507 19.2741 -12.1598 1.130 0.058 -1.274 0.035
C 6.2007 20.5909 -12.2035 -1.434 0.131 -0.217 -0.922
C 5.2433 21.5519 -11.9541 -0.331 0.141 0.260 -0.310
C 3.8960 21.2468 -11.6786 0.562 1.344 -0.522 -0.796
H 4.1605 17.9164 -11.7702 0.007 0.038 -0.147 0.326
H 6.3802 18.5065 -12.5953 0.169 -0.171 0.636 0.198
H 7.1344 20.9956 -12.5645 0.420 -0.805 0.195 0.456
H 5.6100 22.5657 -12.0522 -0.608 0.279 0.162 0.553
H 3.2370 22.1006 -11.5993 -0.384 -0.304 0.221 0.449
O 12.2018 14.5578 -7.5218 0.453 -0.075 0.183 -0.638
N 12.5385 15.7304 -7.5455 -1.921 -0.079 -0.654 1.028
O 12.8257 16.3151 -8.5644 0.692 0.384 -0.295 -0.468
C 12.4077 16.4925 -6.3300 0.698 0.364 3.141 -0.249
C 12.7352 17.8558 -6.1869 0.975 -0.367 -1.726 0.645
C 13.0755 18.4250 -4.9806 -0.093 -0.992 1.345 -0.766
C 13.0409 17.6221 -3.8101 -0.341 0.925 -0.757 -0.573
C 12.5831 16.3383 -3.9148 -0.959 -0.941 -0.240 -0.515
C 12.2349 15.7679 -5.1391 0.853 0.012 -0.661 -0.581
H 12.9647 18.4220 -7.0828 -0.334 0.085 -0.080 0.272
H 13.4553 19.4342 -4.9269 -0.115 0.089 -0.162 0.572
H 13.3075 17.9774 -2.8243 0.180 0.314 -0.143 0.394
H 12.4379 15.7037 -3.0503 0.254 0.141 0.161 0.376
H 12.0454 14.7061 -5.1791 -0.269 0.021 -0.080 0.465
O 16.1326 21.9818 -15.2235 0.178 0.039 -0.239 -0.669
N 15.4315 21.4670 -14.3807 -0.023 -0.066 0.490 1.125
O 15.3368 21.8779 -13.2359 -0.061 -0.149 -0.018 -0.438
C 14.6320 20.2986 -14.7555 -0.677 -0.422 0.087 -0.088
C 14.8736 19.7103 -15.9858 -0.542 0.074 0.674 -0.639
C 13.9872 18.7172 -16.4071 0.735 0.470 -0.739 -0.541
C 12.9064 18.3316 -15.6448 0.334 -0.197 1.152 -1.011
C 12.7567 18.8646 -14.3496 -0.150 -0.076 -0.778 -0.074
C 13.6005 19.8593 -13.8994 0.640 0.397 -0.490 0.018
H 15.7271 20.0395 -16.5578 -0.090 -0.058 -0.168 0.477
H 14.1986 18.3211 -17.3921 -0.298 -0.347 0.050 0.369
H 12.2541 17.5142 -15.9207 -0.051 0.160 -0.301 0.498
H 11.9356 18.5037 -13.7478 0.069 0.051 0.135 0.534
H 13.4836 20.3149 -12.9271 -0.018 0.025 -0.003 0.465
C 17.9878 18.7747 -11.0451 1.102 0.041 -0.823 -1.359
C 17.6148 19.9618 -11.9233 -2.135 -0.412 0.489 0.919
O 18.6552 20.5665 -12.6625 0.272 -0.399 -0.044 -0.152
C 18.7600 20.1956 -13.9529 -0.076 0.522 0.389 0.888
O 18.0329 19.4535 -14.5525 -0.059 -0.252 -0.064 -0.589
O 19.7945 20.8651 -14.4289 0.537 0.307 0.271 -0.338
C 20.1832 20.7160 -15.7966 -0.740 -0.613 0.443 -0.703
H 17.1347 18.2224 -10.6554 -0.195 0.549 0.265 0.176
H 18.6497 19.1758 -10.2772 -0.131 -0.462 0.353 0.337
H 18.5298 18.0092 -11.6067 0.188 0.172 -0.118 0.398
H 17.1780 20.7064 -11.2589 0.353 0.335 -0.158 -0.468
H 16.7719 19.7294 -12.5779 0.287 -0.250 -0.218 0.123
H 21.1746 20.2677 -15.7858 0.117 0.367 -0.247 0.256
H 20.1115 21.7146 -16.2190 0.320 -0.177 -0.311 0.235
H 19.4893 20.0157 -16.2634 0.052 0.208 -0.259 0.344
C 9.7631 17.7983 -8.1425 0.446 0.093 0.402 0.016
C 8.3221 17.8891 -8.5892 0.589 0.519 -0.675 0.002
O 8.0901 16.7184 -9.4017 0.552 -0.152 1.017 -0.256
C 6.9895 16.6505 -10.0866 -0.356 -0.958 -1.910 0.761
O 6.0181 17.3502 -10.0365 -0.070 -0.030 0.387 -0.567
O 7.1674 15.6275 -10.9997 0.103 0.668 0.595 -0.312
C 6.1322 15.4706 -11.9573 -0.103 0.163 -0.406 -0.653
H 10.3825 17.2259 -8.8331 -0.248 0.012 -0.224 -0.408
H 9.8964 17.3363 -7.1636 -0.191 0.034 0.045 0.591
H 10.2037 18.7969 -8.1064 -0.028 0.014 0.202 -0.121
H 8.2353 18.7486 -9.2556 -0.294 -0.069 0.102 -0.241
H 7.6218 18.0236 -7.7672 -0.176 -0.444 -0.077 0.484
H 6.0565 16.3178 -12.6446 -0.150 0.367 0.495 0.188
H 5.1926 15.2835 -11.4420 -0.140 -0.045 -0.288 0.332
H 6.4098 14.6747 -12.6472 0.059 -0.434 0.578 0.274
```
Positions in Å, forces in eV/Å.

Properties
Charge: 0
Relative energy (zero: lowest compared OMol25 entry of this formula, charge and spin): 0.683 eV
SMILES string: O=[N+]([O-])c1ccccc1.O=[N+]([O-])c1ccccc1.O=[N+]([O-])c1ccccc1.O=[N+]([O-])c1ccccc1.O=[N+]([O-])c1ccccc1.O=[N+]([O-])c1ccccc1.O=[N+]([O-])c1ccccc1.O=[N+]([O-])c1ccccc1.CCOC(=O)OC.CCOC(=O)OC
Electronic energy: -4260.0876 Ha
HOMO-LUMO gap: 8.599 eV
HOMO level: -9.55 eV


The following is a quantum chemistry calculation of an isolated molecule of C4H6N2O2 at a distorted geometry, from the OMol25 dataset.

Structure (XYZ):
```
14
Properties=species:S:1:pos:R:3:forces:R:3:mulliken_charge:R:1
O -2.3198 -1.2648 -0.0174 2.097 1.393 0.619 -0.678
C -1.2193 -0.6573 -0.0006 -6.831 0.045 -0.312 0.603
C -1.0028 0.7499 0.3090 -5.271 0.179 3.348 -0.659
N -0.0138 1.3422 -0.3848 3.819 0.233 -4.080 -0.383
C 1.2475 0.7220 0.0488 2.646 2.006 -0.513 -0.376
C 1.1403 -0.7613 0.1102 -1.050 -1.623 -3.585 0.431
O 1.9692 -1.6167 0.1004 1.352 0.175 1.398 -0.524
N -0.1433 -1.2020 -0.4214 3.347 -6.922 1.153 -0.228
H -0.8493 0.6820 1.4092 0.325 0.737 -0.249 0.261
H -1.9711 1.2836 0.2082 0.426 -0.296 0.031 0.304
H -0.1163 1.0036 -1.4221 0.151 1.272 2.227 0.335
H 1.4516 1.0669 1.1349 0.278 -0.061 -1.904 0.286
H 2.1580 0.9941 -0.8474 -2.510 -0.771 3.251 0.266
H -0.3311 -2.3422 -0.2272 1.222 3.634 -1.386 0.360
```
Positions in Å, forces in eV/Å.

Properties
Charge: 0
Relative energy (zero: lowest compared OMol25 entry of this formula, charge and spin): 2.609 eV
SMILES string: O=C1CNCC(=O)N1
Electronic energy: -415.9447 Ha
HOMO-LUMO gap: 9.984 eV
HOMO level: -9.76 eV